Record 1
Density functional theory data (wB97M-V/def2-TZVPD) for an isolated molecule of C5H8O2 in a non-equilibrium geometry.

The geometry in ORCA input format:
```
! RIJCOSX wB97M-V def2-TZVPD def2/J DEFGRID3
* xyz 0 1
O 0.865 -1.724 -0.897
C -0.267 -1.332 -0.856
C -1.117 -1.257 0.366
C -1.364 0.172 0.905
C -0.136 1.061 1.038
C 0.543 1.531 -0.225
O 1.706 1.377 -0.441
H -0.765 -1.013 -1.800
H -0.682 -1.840 1.191
H -2.045 -1.809 0.171
H -1.783 0.034 1.902
H -2.150 0.659 0.320
H 0.656 0.622 1.655
H -0.441 1.957 1.600
H -0.121 2.064 -0.941
*
```

The orbital gap comes out at 10.431 eV. The LUMO energy is 0.563 eV. Its total energy is -9408.669 eV. The max |F| is 1.26 eV/A. For the energy above the lowest of the compared OMol25 structures with the same formula, charge and spin, the calculation gives 1.163 eV. As for the SMILES: O=CCCCC=O.

***

Record 2
Density functional theory data (wB97M-V/def2-TZVPD) for a 6-piece molecular cluster, H12O6 overall.

The geometry in ORCA input format:
```
! RIJCOSX wB97M-V def2-TZVPD def2/J DEFGRID3
* xyz 0 1
H 1.058 0.110 2.035
H -0.322 0.455 2.572
H 0.041 -4.444 -0.417
H 0.354 -2.974 -0.639
H -1.897 0.433 -0.934
H -3.065 1.157 -1.582
H -4.513 2.833 0.547
H -3.415 2.106 -0.211
H 1.559 1.909 0.848
H 2.238 1.034 -0.193
H 4.046 -1.045 -1.342
H 3.825 -1.849 -0.071
O 0.587 0.776 2.549
O 0.736 -3.788 -0.292
O -2.615 0.305 -1.563
O -3.930 2.920 -0.216
O 1.755 1.862 -0.095
O 3.558 -1.801 -0.996
*
```

The orbital gap comes out at 11.465 eV. The LUMO energy is -0.107 eV. Its total energy is -12479.258 eV. The max |F| is 0.51 eV/A. For the energy above the lowest of the compared OMol25 structures with the same formula, charge and spin, the calculation gives 1.856 eV. As for the SMILES: O.O.O.O.O.O.

***

Record 3
Density functional theory data (wB97M-V/def2-TZVPD) for C18H17AlAsI2N2OS4 as an isolated structure in a non-equilibrium geometry.

The geometry in ORCA input format:
```
! RIJCOSX wB97M-V def2-TZVPD def2/J DEFGRID3
* xyz -1 1
Al -0.388 -0.773 0.295
I 4.522 -0.529 -0.006
C 3.376 -0.679 1.758
C 3.985 -0.715 3.008
C 3.221 -0.830 4.140
I 4.216 -0.806 6.014
C 1.817 -0.936 4.079
C 0.922 -1.064 5.158
C -0.424 -1.159 4.910
C -0.897 -1.150 3.593
N -0.086 -1.023 2.567
C 1.234 -0.914 2.792
C 2.005 -0.746 1.609
O 1.381 -0.673 0.485
H 5.061 -0.647 3.076
H 1.296 -1.079 6.171
H -1.123 -1.252 5.724
H -1.959 -1.231 3.389
S -4.450 -0.190 -0.976
As -3.276 -0.678 0.694
S -1.935 -2.423 0.324
S -1.734 0.989 0.892
S -4.335 -0.908 2.477
C -0.005 2.482 -1.758
N -1.234 2.374 -2.560
C -2.275 3.268 -2.034
C -1.751 0.963 -2.607
C -0.678 -0.050 -2.873
C -0.333 -0.330 -4.191
C 0.651 -1.253 -4.480
C 1.290 -1.894 -3.433
C 0.921 -1.626 -2.131
C -0.070 -0.696 -1.786
H 0.299 3.525 -1.687
H 0.786 1.884 -2.206
H -0.209 2.084 -0.759
H -1.007 2.644 -3.523
H -2.560 2.924 -1.039
H -3.153 3.238 -2.672
H -1.901 4.287 -1.967
H -2.542 0.924 -3.356
H -2.198 0.755 -1.636
H -0.861 0.161 -5.001
H 0.910 -1.480 -5.506
H 2.070 -2.615 -3.638
H 1.422 -2.154 -1.332
*
```

The orbital gap comes out at 6.093 eV. The LUMO energy is 1.959 eV. Its total energy is -150954.637 eV. The max |F| is 1.11 eV/A.

***

Record 4
Density functional theory data (wB97M-V/def2-TZVPD) for C8H17NO5Tl as an isolated structure in a non-equilibrium geometry.

The geometry in ORCA input format:
```
! RIJCOSX wB97M-V def2-TZVPD def2/J DEFGRID3
* xyz 1 1
Tl -15.290 -21.906 -0.665
C -11.831 -20.380 -3.935
C -13.027 -21.280 -4.013
O -13.764 -21.583 -3.010
O -13.345 -21.766 -5.090
H -10.945 -21.016 -3.922
H -11.740 -19.777 -3.029
H -11.897 -19.681 -4.765
C -15.013 -20.161 3.564
C -15.050 -20.812 2.165
O -14.571 -21.941 1.988
O -15.478 -20.095 1.209
H -14.156 -19.494 3.582
H -14.810 -20.977 4.254
H -15.959 -19.693 3.806
C -15.165 -26.035 1.567
C -14.689 -24.712 0.979
C -13.613 -24.974 -0.048
O -13.190 -23.708 -0.470
C -12.156 -23.771 -1.439
N -15.834 -24.040 0.281
H -15.602 -26.663 0.791
H -15.957 -25.842 2.294
H -14.351 -26.543 2.083
H -14.237 -23.989 1.655
H -13.981 -25.582 -0.887
H -12.797 -25.553 0.395
H -11.692 -22.793 -1.529
H -12.447 -24.167 -2.416
H -11.357 -24.443 -1.100
H -16.118 -24.592 -0.529
H -16.642 -24.066 0.902
*
```

The orbital gap comes out at 3.880 eV. The LUMO energy is -8.516 eV. Its total energy is -24982.010 eV. The max |F| is 2.56 eV/A. For the energy above the lowest of the compared OMol25 structures with the same formula, charge and spin, the calculation gives 0.000 eV.

***

Record 5
Density functional theory data (wB97M-V/def2-TZVPD) for a 7-piece molecular cluster, C24H67N9O8 overall in a non-equilibrium geometry.

The geometry in ORCA input format:
```
! RIJCOSX wB97M-V def2-TZVPD def2/J DEFGRID3
* xyz 0 1
C 3.856 2.803 -8.074
O 2.956 3.157 -7.364
N 4.242 3.277 -9.274
N 4.775 2.001 -7.624
H 3.695 4.003 -9.715
H 5.090 2.843 -9.609
H 4.687 1.456 -6.779
H 5.687 2.126 -8.039
C 5.136 -5.160 -4.805
O 5.033 -4.125 -5.407
N 4.247 -5.820 -4.154
N 6.137 -5.877 -4.686
H 4.393 -6.795 -3.932
H 3.292 -5.504 -4.241
H 6.029 -6.702 -4.114
H 7.066 -5.629 -4.992
C -4.915 2.984 -0.513
O -4.604 1.544 -0.563
C -3.796 1.090 0.590
C -4.828 0.838 1.753
N -4.257 1.020 3.077
C -5.288 1.170 4.013
C -4.731 1.819 5.286
O -5.854 2.507 5.883
C -5.637 3.170 7.071
H -5.961 3.046 -0.815
H -4.306 3.548 -1.220
H -4.868 3.436 0.477
H -2.916 1.721 0.713
H -3.291 0.150 0.368
H -5.224 -0.170 1.627
H -5.707 1.458 1.577
H -3.603 1.790 3.071
H -5.876 0.311 4.336
H -5.955 1.920 3.588
H -3.894 2.505 5.158
H -4.483 1.066 6.034
H -6.481 3.725 7.480
H -4.791 3.848 6.958
H -5.326 2.410 7.787
C -1.256 -5.453 -3.678
C -1.272 -5.398 -5.207
C -0.843 -4.096 -5.957
O -1.018 -4.136 -7.375
C -1.183 -2.950 -8.102
N -0.533 -6.528 -5.707
H -1.863 -6.325 -3.435
H -1.543 -4.517 -3.197
H -0.309 -5.671 -3.183
H -2.329 -5.435 -5.472
H 0.161 -3.808 -5.645
H -1.484 -3.345 -5.495
H -0.751 -3.107 -9.090
H -0.656 -2.100 -7.668
H -2.231 -2.740 -8.317
H -0.342 -6.408 -6.691
H -1.137 -7.337 -5.748
C 2.524 1.475 -1.614
C 3.286 0.255 -2.034
C 3.146 -0.791 -0.943
O 3.475 -0.453 0.431
C 4.668 0.223 0.825
N 2.758 -0.277 -3.247
H 1.441 1.489 -1.743
H 2.794 2.253 -2.328
H 2.708 1.978 -0.665
H 4.327 0.525 -2.209
H 3.664 -1.705 -1.235
H 2.132 -1.184 -0.879
H 4.733 0.373 1.902
H 4.529 1.194 0.350
H 5.522 -0.322 0.423
H 3.312 -1.061 -3.559
H 2.775 0.353 -4.037
C -0.533 6.908 4.729
C 0.025 6.460 3.455
C -0.732 5.316 2.812
O -1.090 4.178 3.551
C -0.104 3.633 4.348
N 0.141 7.599 2.615
H -0.763 6.130 5.457
H -1.529 7.281 4.491
H 0.214 7.611 5.096
H 1.053 6.154 3.651
H -0.366 5.095 1.810
H -1.687 5.709 2.464
H 0.848 3.569 3.822
H -0.293 2.560 4.382
H 0.110 4.139 5.290
H 0.445 8.462 3.041
H -0.774 7.808 2.241
C -1.018 -3.882 3.552
C -0.429 -3.449 4.944
C 0.980 -2.707 4.981
O 1.115 -2.118 6.296
C 2.398 -1.736 6.598
N -1.405 -2.474 5.393
H -1.788 -4.653 3.510
H -0.187 -4.172 2.908
H -1.648 -3.077 3.175
H -0.299 -4.275 5.643
H 0.957 -1.853 4.304
H 1.855 -3.315 4.749
H 2.703 -0.836 6.065
H 3.077 -2.441 6.118
H 2.693 -1.771 7.646
H -0.930 -1.692 5.821
H -1.968 -2.095 4.645
*
```

The orbital gap comes out at 9.135 eV. The LUMO energy is 0.451 eV. Its total energy is -55757.587 eV. The max |F| is 10.93 eV/A. For the energy above the lowest of the compared OMol25 structures with the same formula, charge and spin, the calculation gives 4.928 eV. As for the SMILES: COC[C@H](C)N.COC[C@H](C)N.COC[C@H](C)N.COC[C@H](C)N.COCCNCCOC.NC(N)=O.NC(N)=O.